Record 1
Below is C24H12Cl5N5V as an isolated structure, with properties calculated with the ωB97M-V functional and the def2-TZVPD basis.

XYZ file:
```
47
Properties=species:S:1:pos:R:3:forces:R:3
V -0.317 -0.250 -0.071 1.194 0.279 -0.567
C -1.330 3.580 -0.777 -0.046 0.061 0.000
C -1.978 4.029 0.392 0.028 0.055 -0.094
C -2.301 3.153 1.387 -0.027 -0.062 0.055
C -1.977 1.784 1.262 -0.088 0.023 0.000
N -1.354 1.375 0.130 -0.522 0.610 0.161
C -1.041 2.256 -0.873 -0.300 -0.040 0.444
N -2.319 0.950 2.284 0.004 0.019 -0.041
C -1.928 -0.287 2.359 0.033 -0.093 0.122
N -1.073 -0.949 1.527 -0.402 -0.053 0.145
C -0.954 -2.301 1.913 -0.071 0.230 0.139
N -0.371 -3.225 1.264 0.097 -0.008 -0.096
C 0.182 -2.952 -0.025 -0.132 0.062 0.090
C 0.777 -4.182 -0.734 0.028 -0.073 -0.012
C 1.822 -3.521 -2.571 0.006 -0.028 -0.012
C 1.751 -2.222 -3.298 0.005 0.045 -0.055
C 1.259 -1.154 -2.692 -0.011 -0.070 0.108
N 0.783 -1.304 -1.347 0.151 -0.546 -0.154
C -1.713 -2.442 3.174 0.082 -0.176 -0.087
C -1.899 -3.532 3.999 -0.024 0.026 0.034
C -2.720 -3.354 5.108 0.002 0.000 0.001
C -3.333 -2.130 5.368 0.015 0.003 -0.013
C -3.144 -1.038 4.527 -0.004 -0.040 0.025
C -2.324 -1.222 3.432 -0.058 0.144 -0.021
H -1.086 4.254 -1.584 0.000 0.016 0.011
H -2.227 5.077 0.497 0.006 0.003 -0.009
H -2.803 3.466 2.291 0.000 0.000 -0.006
H -0.583 1.834 -1.765 0.038 -0.033 0.020
H 0.756 -5.102 -0.160 -0.016 0.008 0.007
H 2.522 -4.204 -3.043 0.006 0.005 -0.003
H 2.124 -2.147 -4.311 0.004 -0.015 0.002
H 1.189 -0.170 -3.133 0.003 -0.003 -0.018
H -1.426 -4.481 3.788 0.002 -0.002 -0.003
H -2.889 -4.183 5.783 -0.001 0.001 0.002
H -3.967 -2.030 6.238 0.000 -0.001 0.002
H -3.618 -0.084 4.716 -0.002 0.003 -0.004
Cl -2.691 -1.712 -2.656 0.038 0.037 0.056
C -1.295 -2.566 -2.115 -0.016 -0.096 -0.102
C -0.538 -2.004 -0.997 0.140 -0.221 -0.040
C 1.511 -2.161 -0.381 -0.146 -0.039 -0.143
Cl 2.394 -1.184 0.788 -0.042 -0.060 -0.081
C 2.096 -3.431 -1.047 -0.018 0.000 0.094
Cl 3.653 -3.950 -0.472 0.036 -0.014 0.006
C 0.469 -4.296 -2.253 0.047 0.034 0.035
Cl 0.606 -5.987 -2.760 -0.020 -0.027 -0.006
C -0.817 -3.651 -2.736 -0.025 0.015 0.002
Cl -1.565 -4.272 -4.141 0.007 0.020 0.007
```
Forces are in eV/Å.

Summary:
Gap between HOMO and LUMO (alpha / beta) ... 0.28071 / 0.28852 Ha
Charge ... +1
Expectation value of S² ... 2.030
Spin multiplicity ... 3
HOMO level (alpha / beta) ... -11.631 / -11.843 eV
F_max ... 1.4 eV/Å
Lowest unoccupied orbital energy (alpha / beta) ... -0.14673 / -0.14671 Eh

Record 2
Below is C39H41N3O2PSSb2Ta as an isolated structure, with properties calculated with the ωB97M-V functional and the def2-TZVPD basis.

XYZ file:
```
90
Properties=species:S:1:pos:R:3:forces:R:3
Ta -0.419 -0.060 -0.599 -2.199 0.188 1.829
N -1.840 1.285 3.598 -0.187 -0.384 0.261
C -1.950 -0.567 2.624 -0.004 0.521 0.189
S -0.801 1.711 0.952 -0.061 -0.136 -0.614
N -1.669 -1.411 1.748 0.106 -0.886 -0.074
N -2.280 -1.354 0.519 1.056 0.844 0.108
C -3.518 -1.509 0.273 -0.384 -0.117 -0.390
C -4.062 -1.158 -1.033 -0.059 -0.200 0.409
C -5.360 -1.553 -1.364 -0.153 -0.083 0.032
C -5.942 -1.155 -2.549 0.027 0.014 -0.028
C -5.229 -0.317 -3.406 0.009 0.010 0.015
C -3.946 0.099 -3.086 -0.101 0.074 -0.170
C -3.347 -0.333 -1.912 0.431 0.032 0.277
O -2.096 0.054 -1.606 -0.531 0.363 -1.090
H -1.535 1.973 2.900 0.108 0.252 -0.213
H -1.987 1.690 4.522 -0.043 -0.094 0.065
H -4.186 -1.900 1.044 0.025 0.017 -0.038
H -5.909 -2.182 -0.671 0.003 0.021 -0.038
H -6.943 -1.476 -2.803 0.035 0.019 0.008
H -5.684 0.022 -4.328 0.023 -0.016 0.044
H -3.397 0.771 -3.735 -0.029 -0.028 0.003
C 2.013 -2.860 -2.115 0.019 -0.036 0.063
Sb -0.006 -2.710 -1.459 0.658 -0.629 -0.068
C -0.113 -4.248 -0.007 -0.159 -0.017 -0.015
C -0.998 -3.519 -3.184 0.045 0.060 0.004
C -0.183 -3.303 -4.430 -0.145 -0.081 -0.021
C 0.500 -4.396 -4.962 0.046 -0.047 0.017
C 1.294 -4.277 -6.091 0.006 -0.002 0.025
C 1.416 -3.044 -6.714 0.006 0.010 0.009
C 0.732 -1.953 -6.203 0.003 0.043 -0.015
C -0.069 -2.058 -5.067 -0.148 0.086 0.036
C -0.814 -0.839 -4.591 0.136 -0.140 -0.027
Sb 0.286 0.423 -3.251 0.188 0.243 -0.706
C 2.186 0.535 -4.151 0.032 -0.014 -0.045
C -0.533 2.331 -3.703 0.023 -0.036 0.020
H 2.456 -3.773 -1.718 0.009 0.013 -0.050
H 2.576 -1.995 -1.768 -0.004 0.004 0.004
H 2.027 -2.903 -3.203 0.027 0.016 -0.020
H 0.829 -4.789 -0.017 -0.009 -0.036 0.033
H -0.931 -4.927 -0.245 0.013 0.006 0.030
H -0.276 -3.793 0.967 0.019 -0.033 0.051
H -1.999 -3.093 -3.223 -0.046 0.039 -0.061
H -1.088 -4.581 -2.959 -0.071 -0.017 -0.108
H 0.401 -5.364 -4.480 0.004 0.055 -0.034
H 1.807 -5.145 -6.486 -0.017 0.029 0.017
H 2.027 -2.936 -7.601 -0.028 0.003 0.024
H 0.802 -0.995 -6.709 0.001 -0.044 0.019
H -1.740 -1.081 -4.074 -0.046 -0.028 -0.032
H -1.056 -0.178 -5.425 -0.029 -0.080 -0.058
H 2.544 -0.466 -4.385 0.025 0.031 0.001
H 2.874 1.031 -3.472 0.042 0.000 -0.024
H 2.079 1.116 -5.069 0.084 -0.056 0.049
H -1.195 2.239 -4.561 -0.017 0.021 -0.040
H 0.285 3.005 -3.946 0.007 0.045 -0.005
H -1.085 2.717 -2.852 -0.038 0.016 0.020
O 1.457 0.096 -0.255 1.087 -0.046 0.645
C 1.072 -0.528 0.933 -0.401 0.351 -0.655
C 1.890 -1.480 1.721 0.071 -0.033 -0.265
C 2.758 -2.513 1.410 0.059 -0.087 0.025
C 3.441 -3.113 2.462 -0.028 0.017 -0.027
C 3.270 -2.675 3.775 -0.036 0.036 -0.008
C 2.401 -1.631 4.071 -0.121 -0.039 0.056
C 1.696 -1.040 3.029 0.088 0.104 0.091
P 0.649 0.408 2.479 0.759 -0.515 0.603
C -0.905 0.057 3.531 -0.391 -0.035 0.032
C -2.992 0.460 3.021 0.177 -0.002 0.264
C -3.812 -0.080 4.177 0.069 0.089 -0.101
C -3.291 -0.604 5.288 0.247 -0.088 0.109
C -1.864 -0.846 5.632 -0.325 -0.003 0.009
C -0.788 -0.591 4.890 0.016 0.161 -0.243
C 1.459 1.839 3.216 -0.001 0.134 -0.027
C 1.861 2.921 2.437 0.022 0.068 0.039
C 2.527 3.986 3.028 -0.009 -0.036 -0.013
C 2.772 3.984 4.393 -0.004 -0.011 0.019
C 2.371 2.907 5.176 -0.019 -0.029 -0.048
C 1.730 1.828 4.588 -0.003 -0.004 -0.008
H 2.933 -2.829 0.390 0.013 0.016 0.033
H 4.136 -3.917 2.259 -0.013 0.019 0.008
H 3.843 -3.137 4.569 -0.026 0.007 -0.024
H 2.331 -1.284 5.096 -0.010 0.002 -0.032
H -3.565 0.990 2.267 0.011 0.050 -0.046
H -4.888 -0.003 4.077 0.037 -0.010 -0.013
H -3.997 -0.920 6.048 0.045 -0.012 -0.014
H -1.699 -1.318 6.594 -0.044 0.030 -0.028
H 0.188 -0.895 5.231 0.048 0.051 0.023
H 1.654 2.931 1.375 -0.013 -0.002 -0.008
H 2.851 4.821 2.420 -0.011 -0.027 0.013
H 3.283 4.822 4.851 -0.015 -0.032 -0.015
H 2.572 2.903 6.240 -0.018 -0.004 -0.033
H 1.449 0.979 5.202 0.032 0.046 -0.035
```
Forces are in eV/Å.

Summary:
Gap between HOMO and LUMO ... 0.24689 Ha
Charge ... +2
HOMO level ... -12.764 eV
F_max ... 2.9 eV/Å
Lowest unoccupied orbital energy ... -0.22216 Eh

Record 3
Below is one molecule with the formula H4N2OS2, with properties calculated with the ωB97M-V functional and the def2-TZVPD basis.

XYZ file:
```
9
Properties=species:S:1:pos:R:3:forces:R:3
N -0.444 -0.684 -0.088 1.702 -1.040 2.541
N 0.991 1.721 -0.868 -0.497 0.623 2.166
O -1.288 0.097 -0.474 -1.686 1.392 -1.100
S -0.566 -1.238 1.719 -0.268 0.205 -0.303
S 1.424 0.417 -0.093 -0.960 -1.014 -2.891
H -0.330 -1.581 -0.561 -0.070 -0.151 -0.538
H 0.782 2.405 -0.085 0.401 -0.487 -1.164
H -1.814 -0.758 1.697 -0.144 -0.122 0.259
H 1.245 -0.378 -1.248 1.522 0.594 1.032
```
Forces are in eV/Å.

Summary:
Gap between HOMO and LUMO (alpha / beta) ... 0.28146 / 0.28165 Ha
HOMO level (alpha / beta) ... -8.302 / -8.305 eV
F_max ... 3.2 eV/Å
Lowest unoccupied orbital energy (alpha / beta) ... -0.02363 / -0.02356 Eh

Record 4
Below is C2H6N2O2 as an isolated structure, with properties calculated with the ωB97M-V functional and the def2-TZVPD basis.

XYZ file:
```
12
Properties=species:S:1:pos:R:3:forces:R:3
C 0.783 -0.200 0.684 -1.012 1.372 -1.865
O 0.857 -1.397 -0.062 -0.031 -0.058 0.069
H 1.738 -1.779 0.030 -0.045 0.050 -0.015
H 0.982 -0.368 1.754 -0.550 0.094 0.054
H 1.496 0.552 0.332 0.159 -0.150 0.060
H -0.581 0.313 1.676 -3.606 2.990 1.565
N -1.158 0.331 -0.945 -0.139 0.286 -0.526
O -0.149 0.407 -1.937 -0.087 0.071 0.312
C -0.799 0.647 0.342 3.407 -2.721 -1.909
N -1.448 1.129 1.277 2.055 -1.981 2.405
H 0.260 -0.472 -1.895 -0.167 0.075 0.012
H -1.980 0.837 -1.255 0.015 -0.029 -0.163
```
Forces are in eV/Å.

Summary:
Gap between HOMO and LUMO ... 0.36254 Ha
HOMO level ... -9.355 eV
F_max ... 4.9 eV/Å
Lowest unoccupied orbital energy ... 0.01876 Eh

Result set for molar mass: 598.6, 1071.3, 112.2, 90.1 u, one per record in the order listed.
Result set for ΔE to the lowest compared entry with this formula, charge and spin: 97.21, 126.64, 101.94, 144.99 kcal per mole, one per record in the order listed.
Result set for electronic energy: -120825.206, -84407.821, -26757.296, -9241.030 eV, one per record in the order listed.